(1)
CH5S3 | ωB97M-V/def2-TZVPD

```
9
Properties=species:S:1:pos:R:3:forces:R:3
S -2.4934 -0.6743 -1.9205 -0.1 0.1 -0.1
H -2.1865 0.0806 -2.9945 0.0 -0.2 0.2
C 1.0642 0.5062 1.6205 -0.8 -0.1 -0.8
S 0.3060 -1.0002 0.7786 0.7 0.8 0.9
S 0.8676 -0.6773 -1.1682 0.2 -0.2 -0.2
H 1.3633 1.1316 0.7799 0.1 0.0 0.0
H 0.2859 1.0596 2.1549 0.1 -0.2 0.2
H 1.9292 0.3392 2.2589 0.0 -0.4 0.0
H -1.1363 -0.7654 -1.5095 -0.2 0.2 -0.4
```
Positions in Å, forces in eV/Å.

Summary:
E_tot   -1235.6999 Eh
Largest force on an atom   1.353 eV Å⁻¹
HOMO   -2.6 eV
Charge   -1

Formally, the Mulliken partial charges of the atoms, in units of the elementary charge, are as follows:
1 S -0.384
2 H 0.084
3 C -0.771
4 S -0.161
5 S -0.618
6 H 0.236
7 H 0.247
8 H 0.255
9 H 0.112

---

(2)
CH62ClNi2O34 | ωB97M-V/def2-TZVPD

```
100
Properties=species:S:1:pos:R:3:forces:R:3
Ni -1.1471 0.4133 2.2819 -0.7 -0.4 0.7
Ni 0.9198 -1.6659 -2.5323 0.0 0.6 0.0
C -0.1842 -0.2456 0.0470 -0.3 3.0 -0.5
O 0.4085 -0.5491 -0.9917 1.2 0.6 -3.0
O -0.6038 0.9252 0.3665 0.1 2.5 -1.3
O -0.3733 -1.0195 0.9487 -0.5 -5.0 4.5
Cl -1.5621 -0.9953 4.2748 0.0 0.6 -0.9
O 0.0820 -5.6083 -0.4996 0.0 0.4 -0.3
H -0.5233 -6.2212 -0.9171 -0.4 -0.3 0.0
H 0.8358 -6.1449 -0.2545 0.4 -0.1 0.1
O -0.5233 -4.0436 4.6118 -0.1 -0.5 -0.1
H -0.8861 -3.1803 4.8102 -0.5 0.8 -0.1
H -1.0473 -4.6502 5.1350 -0.1 -0.3 0.1
O 1.1853 -3.2261 0.7597 1.3 -0.9 -0.4
H 0.7897 -2.3657 0.8995 -0.5 0.8 0.3
H 0.4991 -3.7395 0.3335 -0.4 -0.2 0.1
O 2.7195 -5.2743 2.4983 0.3 -0.2 0.0
H 2.1206 -5.9751 2.7560 -0.1 -0.1 0.3
H 2.3157 -4.8871 1.7215 -0.2 0.5 -0.1
O -3.4317 -1.8891 -1.0889 0.0 0.2 -0.7
H -2.9285 -1.4903 -0.3790 0.3 0.0 0.4
H -4.2814 -2.0908 -0.6970 -0.3 -0.2 0.1
O -1.2961 -6.3949 2.6196 -0.2 -0.4 -0.1
H -0.4136 -6.7270 2.7843 0.1 -0.1 0.2
H -1.1664 -5.6485 2.0346 -0.1 0.5 -0.1
O 2.6425 1.9300 1.2302 -0.2 -0.2 0.6
H 3.3836 1.4791 1.6349 0.1 -0.2 0.2
H 2.9804 2.2414 0.3906 0.2 0.5 -0.8
O 0.2017 2.2534 -4.7919 0.3 -0.3 -0.5
H 0.7052 2.3659 -3.9856 0.2 0.2 0.6
H 0.4432 3.0055 -5.3325 -0.1 0.2 -0.3
O -1.0460 5.1515 2.8233 0.0 -0.5 -0.1
H -1.4713 5.9213 2.4454 -0.2 0.2 -0.3
H -0.7850 5.4285 3.7016 0.2 0.1 0.3
O 5.0914 -1.5894 -1.5219 0.1 0.2 -0.2
H 5.6538 -1.1864 -2.1833 0.2 0.0 -0.3
H 5.5656 -1.4708 -0.6990 0.0 -0.2 0.4
O 3.7720 -1.4802 2.0929 0.4 -0.1 -0.3
H 4.1217 -0.6134 1.8865 0.1 0.1 0.1
H 2.8378 -1.4156 1.8947 -0.5 -0.1 0.2
O -0.3411 6.2777 -0.8700 -0.3 0.2 0.0
H 0.4811 6.6756 -1.1559 0.2 0.2 -0.1
H -0.0777 5.4611 -0.4456 0.2 -0.3 0.0
O -1.9017 -3.1856 1.2838 -0.6 -0.8 -0.5
H -2.1809 -3.0419 2.1880 0.1 0.0 0.5
H -1.2658 -2.4902 1.1155 0.3 0.5 0.1
O -0.2117 -3.2212 -2.0576 -0.6 -0.1 -0.2
H -0.0380 -4.0815 -1.6756 0.6 -0.7 0.5
H -1.1648 -3.1816 -2.1363 -0.6 0.4 0.1
O 2.2064 4.7447 2.4707 -0.2 0.0 0.1
H 2.8056 5.3490 2.9088 0.1 0.3 0.2
H 2.7768 4.1655 1.9652 0.1 -0.3 -0.2
O 3.7729 3.3182 -0.9602 -0.2 -0.2 0.3
H 3.7759 2.7952 -1.7619 -0.1 -0.1 -0.3
H 4.6959 3.3892 -0.7166 0.4 0.2 0.1
O 0.5909 1.2827 3.0812 0.0 0.1 -0.1
H 0.9027 1.3227 3.9853 -0.3 -0.4 0.5
H 1.2987 1.6697 2.5658 0.3 0.1 -0.7
O 0.8788 2.1598 -2.0817 0.9 0.2 -0.7
H 0.5770 1.4186 -1.5565 -0.4 -0.8 0.4
H 0.9962 2.8694 -1.4502 -0.1 0.6 0.1
O 2.2779 -0.0650 -3.4077 0.0 -0.5 0.2
H 3.0334 -0.1275 -3.9921 0.1 -0.3 -0.2
H 2.1111 0.8744 -3.3309 -0.5 0.5 0.4
O -1.8549 1.7448 -3.1143 -0.2 -1.1 -0.7
H -2.0963 2.2687 -2.3505 -0.1 0.3 0.5
H -1.0129 2.1033 -3.3948 -0.1 0.4 -0.3
O 2.5987 -2.4986 -1.5794 -0.7 -0.2 -1.0
H 3.5243 -2.2709 -1.6670 0.8 0.6 -0.2
H 2.5370 -2.9288 -0.7266 -0.8 -0.2 0.9
O 0.4243 3.7148 0.3672 0.0 0.3 -0.4
H 0.7406 2.8232 0.5129 -0.2 -0.6 0.2
H 0.3601 4.0929 1.2442 0.1 0.5 0.7
O 1.7906 -2.7121 4.5314 0.7 0.8 0.0
H 2.1909 -3.2774 3.8707 0.2 -0.3 -0.1
H 0.9393 -3.1133 4.7065 -0.1 -0.4 0.0
O -4.3311 4.4823 -1.9168 -0.4 0.0 -0.2
H -4.6170 4.9789 -1.1501 -0.1 0.3 0.1
H -3.5532 4.0098 -1.6203 0.5 -0.2 0.2
O -2.0597 2.2281 3.0092 0.1 0.0 -0.1
H -1.6680 3.1011 3.0355 0.4 0.5 -0.2
H -2.8701 2.3134 3.5115 -0.3 -0.4 0.1
O -3.2663 0.2462 1.7349 0.6 -0.8 0.3
H -3.8129 0.7989 1.1763 -0.4 1.1 -0.8
H -3.7320 -0.5890 1.7755 0.0 -0.4 0.4
O -0.8673 -0.9486 -3.7021 0.7 -0.8 0.1
H -1.2087 -0.0586 -3.6153 -0.4 1.3 0.5
H -1.5281 -1.4098 -4.2186 -0.1 -0.3 -0.1
O -4.6070 0.5218 -2.6717 -0.2 0.2 0.1
H -4.2212 -0.2672 -2.2911 0.2 -0.5 0.3
H -4.3616 0.4869 -3.5962 0.1 0.3 -0.2
O -4.7042 1.7708 -0.1481 0.0 -0.5 0.9
H -4.9974 2.6730 -0.2760 -0.1 0.2 -0.1
H -4.1935 1.5709 -0.9326 -0.1 0.0 -0.7
O 1.2790 -2.6356 -4.3648 0.5 -0.2 0.0
H 2.1388 -3.0015 -4.5724 0.4 -0.2 0.1
H 0.7774 -2.7265 -5.1750 -0.4 0.3 -0.1
O -2.0784 2.9966 -0.7336 -0.9 0.6 -0.4
H -1.5159 3.6491 -0.3163 0.4 0.1 0.0
H -1.7472 2.1563 -0.4167 0.5 -0.7 0.5
```
Positions in Å, forces in eV/Å.

Summary:
E_tot   -6110.2891 Eh
Largest force on an atom   6.809 eV Å⁻¹
Multiplicity   5
HOMO (spin up / spin down)   -10.8 / -10.8 eV
Charge   +1

These are the Mulliken partial charges, in e, on atoms 1 to 99:
1 Ni 0.418
2 Ni 0.872
3 C 0.548
4 O 0.501
5 O 1.073
6 O -0.793
7 Cl -0.682
8 O -0.581
9 H 0.263
10 H 0.251
11 O -0.595
12 H 0.227
13 H 0.273
14 O 0.539
15 H -0.167
16 H -0.058
17 O -0.616
18 H 0.289
19 H 0.213
20 O -0.632
21 H 0.173
22 H 0.276
23 O -0.615
24 H 0.284
25 H 0.300
26 O -0.460
27 H 0.114
28 H 0.218
29 O -0.602
30 H 0.215
31 H 0.291
32 O -0.550
33 H 0.279
34 H 0.252
35 O -0.556
36 H 0.257
37 H 0.259
38 O -0.595
39 H 0.245
40 H 0.317
41 O -0.639
42 H 0.313
43 H 0.329
44 O -0.693
45 H 0.305
46 H 0.162
47 O -0.418
48 H 0.197
49 H 0.238
50 O -0.551
51 H 0.261
52 H 0.262
53 O -0.573
54 H 0.263
55 H 0.263
56 O -0.288
57 H 0.259
58 H 0.192
59 O 0.099
60 H -0.192
61 H 0.141
62 O -0.395
63 H 0.225
64 H 0.173
65 O -0.644
66 H 0.397
67 H 0.226
68 O -0.364
69 H 0.349
70 H 0.092
71 O -0.294
72 H -0.569
73 H 0.169
74 O -0.669
75 H 0.301
76 H 0.464
77 O -0.635
78 H 0.303
79 H 0.301
80 O -0.418
81 H 0.198
82 H 0.236
83 O -0.389
84 H 0.303
85 H 0.233
86 O -0.367
87 H 0.187
88 H 0.288
89 O -0.626
90 H 0.345
91 H 0.291
92 O -0.681
93 H 0.304
94 H 0.292
95 O -0.380
96 H 0.259
97 H 0.268
98 O -0.296
99 H 0.096

---

(3)
CH6BN | ωB97M-V/def2-TZVPD

```
9
Properties=species:S:1:pos:R:3:forces:R:3
B 0.3092 -1.3488 -0.0180 -1.5 -1.0 3.9
N -0.0758 -0.0999 0.4870 0.2 -0.1 0.3
C -0.2097 1.1540 -0.2616 -1.6 -0.1 -0.6
H 0.2884 -2.3033 0.8628 0.6 1.4 -1.0
H 0.3296 -1.7203 -1.0600 0.3 -0.1 -2.6
H 0.0956 -0.0223 1.4803 -0.5 0.3 0.0
H -0.1927 0.7424 -1.2730 0.4 0.9 -0.3
H -1.1839 1.8526 -0.2322 1.8 -2.0 0.7
H 0.6393 1.7456 0.0147 0.4 0.7 -0.5
```
Positions in Å, forces in eV/Å.

Summary:
E_tot   -121.2840 Eh
Largest force on an atom   4.326 eV Å⁻¹
HOMO   -10.2 eV

Formally, the Mulliken partial charges of the atoms, in units of the elementary charge, are as follows:
1 B 0.035
2 N -0.225
3 C -0.600
4 H -0.078
5 H -0.079
6 H 0.210
7 H 0.263
8 H 0.214
9 H 0.260

---

(4)
CH6BrClSi2 | ωB97M-V/def2-TZVPD

```
11
Properties=species:S:1:pos:R:3:forces:R:3
Cl 2.3238 -2.7904 -0.3441 -0.1 -0.7 -0.7
Si 1.0424 -1.9541 1.0607 0.1 1.5 -2.9
Si -0.5850 -0.3406 -0.2613 0.9 -0.8 -1.3
C -0.7355 0.7122 -2.0188 -0.3 -1.5 2.0
Br -2.6381 1.3022 -1.9910 1.1 -0.2 0.0
H 2.1882 -1.1500 1.4731 -0.4 0.4 1.4
H 0.4395 -3.0793 1.7422 -0.2 -0.1 0.7
H -1.8313 -0.9826 -0.4500 -1.2 -0.8 0.5
H -0.5883 0.8206 0.5263 -0.2 1.2 1.3
H -0.0876 1.5235 -1.7904 0.3 1.0 -0.6
H -0.5695 0.1830 -2.9344 0.2 0.0 -0.4
```
Positions in Å, forces in eV/Å.

Summary:
E_tot   -3654.8451 Eh
Largest force on an atom   3.237 eV Å⁻¹
HOMO   -9.4 eV

Formally, the Mulliken partial charges of the atoms, in units of the elementary charge, are as follows:
1 Cl -0.269
2 Si 0.360
3 Si 0.411
4 C -0.670
5 Br -0.152
6 H -0.068
7 H -0.081
8 H -0.102
9 H -0.099
10 H 0.280
11 H 0.389

---

(5)
CH6ClIN2OP | ωB97M-V/def2-TZVPD

```
13
Properties=species:S:1:pos:R:3:forces:R:3
C -0.7472 1.0756 0.8896 0.0 -0.7 -2.7
N -0.0905 -0.1244 -1.4960 -2.0 -2.1 2.6
N 0.2040 -1.4987 0.7896 2.3 -2.7 2.1
O 1.9468 0.4182 0.1616 -0.9 -0.4 -1.5
P 0.4528 -0.1357 0.0104 -0.7 3.1 2.1
Cl -0.5899 2.5597 -0.0650 -0.1 0.1 0.5
I -2.7264 0.1721 0.6445 0.0 0.0 -0.3
H -0.9343 1.2689 1.9089 1.3 0.2 1.3
H 0.3671 0.1938 -2.2524 2.0 1.3 -3.1
H -1.0579 -0.4168 -1.6508 0.4 0.2 0.0
H -0.0866 -2.2731 0.2236 -0.3 -0.4 -0.4
H 0.8919 -1.9157 1.5335 -1.6 1.6 -1.7
H 2.3702 0.6760 -0.6976 -0.2 -0.1 1.0
```
Positions in Å, forces in eV/Å.

Summary:
E_tot   -1325.4762 Eh
Largest force on an atom   4.122 eV Å⁻¹
HOMO   -13.6 eV
Charge   +1

Formally, the Mulliken partial charges of the atoms, in units of the elementary charge, are as follows:
1 C -0.493
2 N -0.258
3 N -0.419
4 O -0.459
5 P 0.638
6 Cl -0.082
7 I 0.150
8 H 0.531
9 H 0.197
10 H 0.213
11 H 0.292
12 H 0.321
13 H 0.369

---

(6)
CH6FO4PS | ωB97M-V/def2-TZVPD

```
14
Properties=species:S:1:pos:R:3:forces:R:3
O 0.3820 1.3272 1.6741 0.4 -2.8 -2.2
P -0.2623 0.0769 1.1402 -2.3 2.9 4.5
O -1.9395 0.2695 1.2349 3.6 -2.5 -2.6
O 0.0870 -1.2966 2.0389 -0.8 1.8 -2.5
C 0.1112 -0.2069 -0.6841 -0.7 -0.3 -0.6
S 1.8639 0.1734 -1.1379 0.4 -1.0 -0.1
O 2.1289 -0.6711 -2.5807 -0.9 1.4 1.5
H -2.1471 0.7481 0.4088 -0.5 0.3 0.6
H -0.5695 -1.9454 1.7316 0.1 -0.2 0.5
H -0.6211 0.3770 -1.2970 0.8 -0.2 0.5
H -0.0516 -1.2871 -0.9361 0.5 0.8 0.1
H 1.9573 1.5270 -1.4562 -0.7 -0.9 -0.1
H 1.2489 -0.6781 -2.9975 0.3 -0.1 -0.5
F -2.1882 1.5863 2.8609 -0.3 0.8 0.9
```
Positions in Å, forces in eV/Å.

Summary:
E_tot   -1181.8834 Eh
Largest force on an atom   5.792 eV Å⁻¹
HOMO   -6.0 eV

Formally, the Mulliken partial charges of the atoms, in units of the elementary charge, are as follows:
1 O -0.536
2 P 0.902
3 O -0.309
4 O -0.463
5 C -0.817
6 S 0.344
7 O -0.408
8 H 0.287
9 H 0.328
10 H 0.454
11 H 0.375
12 H 0.288
13 H 0.385
14 F -0.831

---

(7)
CH6N2 | ωB97M-V/def2-TZVPD

```
9
Properties=species:S:1:pos:R:3:forces:R:3
N 0.5675 -1.1740 0.5336 -2.7 -0.1 -0.6
C -0.0723 -0.2402 -0.4289 2.6 0.6 -1.2
N -0.4993 1.0747 0.0184 -0.5 0.5 1.2
H -0.1529 -1.3792 1.2334 -0.5 -0.6 -0.6
H 1.1220 -0.7127 1.1773 2.4 1.7 0.9
H -0.8461 -0.7966 -0.9018 -0.9 -0.1 -0.2
H 0.6694 0.0232 -1.2399 -0.3 -1.2 0.6
H -1.1122 1.5543 -0.6584 0.7 -0.4 0.6
H 0.3239 1.6505 0.2664 -0.9 -0.4 -0.5
```
Positions in Å, forces in eV/Å.

Summary:
E_tot   -151.1814 Eh
Largest force on an atom   3.038 eV Å⁻¹
HOMO   -9.2 eV

Formally, the Mulliken partial charges of the atoms, in units of the elementary charge, are as follows:
1 N -0.602
2 C -0.346
3 N -0.619
4 H 0.251
5 H 0.192
6 H 0.371
7 H 0.290
8 H 0.228
9 H 0.235

---

(8)
CH6N2O | ωB97M-V/def2-TZVPD

```
10
Properties=species:S:1:pos:R:3:forces:R:3
C -0.3576 -0.2637 -1.3704 0.7 0.7 -1.2
N 0.9312 0.8953 1.6244 0.5 -0.4 -0.6
N 0.0152 -0.4853 -0.0486 -1.1 -0.5 3.8
O -0.0900 0.7598 0.6584 0.4 -0.8 -1.2
H -0.8192 -1.1680 -1.7794 0.9 0.1 -0.3
H -1.0637 0.5003 -1.4743 -1.5 1.3 0.0
H 0.5568 0.2243 -1.8124 -0.6 -1.1 -0.5
H 1.8205 0.5180 1.1805 -1.6 0.2 1.2
H 0.5930 0.4200 2.4783 0.7 -0.1 -0.8
H -1.5862 -1.4007 0.5436 1.4 0.7 -0.4
```
Positions in Å, forces in eV/Å.

Summary:
E_tot   -226.1839 Eh
Largest force on an atom   3.999 eV Å⁻¹
HOMO (spin up / spin down)   -9.1 / -9.6 eV

Formally, the Mulliken partial charges of the atoms, in units of the elementary charge, are as follows:
1 C -0.654
2 N -0.390
3 N -0.362
4 O -0.133
5 H 0.316
6 H 0.317
7 H 0.289
8 H 0.290
9 H 0.262
10 H 0.067